(1)
ORCA calculation (the ωB97M-V functional and the def2-TZVPD basis) on C10H16N4OS2Se3TeTi as an isolated structure at a distorted geometry.

```
38
C10H16N4OS2Se3TeTi, DFT the ωB97M-V functional and the def2-TZVPD basis
Ti -0.30494 1.44049 0.90953
C 2.24986 0.23551 -2.45051
C 1.44927 0.26592 -1.18656
N 0.40481 1.09753 -1.01292
N 0.02201 1.84712 -2.10472
C -1.02884 2.66153 -2.01749
N -1.36501 3.33955 -3.14766
S -1.91118 2.82201 -0.59615
C 1.79049 -0.43956 -0.02534
C 2.70038 -1.52953 0.04523
C 2.87169 -2.19986 1.21460
C 2.14531 -1.80204 2.36780
C 1.29534 -0.74341 2.26347
N 1.09162 -0.05883 1.10573
H 2.63892 1.23320 -2.68065
H 1.67720 -0.11884 -3.31524
H 3.11042 -0.41814 -2.34588
H 0.52301 1.73758 -2.97340
H -0.68140 3.47053 -3.87467
H -2.02789 4.08531 -3.02297
H 3.23786 -1.83357 -0.84205
H 3.55695 -3.03640 1.26351
H 2.26672 -2.30505 3.31567
H 0.72978 -0.39096 3.11679
Se 1.35334 3.38943 0.84240
Se 1.54479 2.73047 3.07297
Te -0.69869 3.31445 4.03964
Se -1.88137 1.39091 2.94012
C -3.43518 -1.74016 1.61112
S -1.81032 -1.61201 0.87075
C -2.10195 -2.68413 -0.52814
O -1.75415 -0.23170 0.26473
H -4.17154 -1.38768 0.88951
H -3.43415 -1.10016 2.49213
H -3.61572 -2.77549 1.89813
H -2.28165 -3.69814 -0.17358
H -1.20147 -2.65641 -1.13882
H -2.95430 -2.29948 -1.08708
```

Computed properties:
LUMO level (alpha / beta) = -0.13 / -0.07 eV
energy relative to the best compared isomer or geometry (same formula, charge and spin) = 32.4 kJ/mol
HOMO-LUMO gap (alpha / beta) = 5.40 / 5.46 eV



(2)
ORCA calculation (the ωB97M-V functional and the def2-TZVPD basis) on CN4O3 as an isolated structure at a distorted geometry.

```
8
CN4O3, DFT the ωB97M-V functional and the def2-TZVPD basis
C 0.16987 -0.12503 -0.05319
N -1.11849 1.16587 0.46300
N -0.59959 -1.03381 -0.39999
N -2.07306 0.52594 0.22274
N 1.57811 0.01311 -0.00802
O 2.15186 -0.77864 0.69916
O 2.05999 0.89868 -0.66626
O -1.91026 -0.72008 -0.27928
```

Computed properties:
LUMO level = -1.55 eV
energy relative to the best compared isomer or geometry (same formula, charge and spin) = 212.4 kJ/mol
HOMO-LUMO gap = 10.18 eV



(3)
ORCA calculation (the ωB97M-V functional and the def2-TZVPD basis) on C23H25Co2O8Si as an isolated structure at a distorted geometry.

```
59
C23H25Co2O8Si, DFT the ωB97M-V functional and the def2-TZVPD basis
C 3.01066 1.42989 -0.40826
C 1.69552 1.63415 0.20144
C 0.97339 2.88145 -0.04682
C 1.51444 0.94563 1.39950
O 0.78745 1.37696 2.40953
Si 0.81012 2.55253 3.65131
C -1.00025 2.79036 3.88477
C 1.66378 1.69307 5.04741
C 1.71670 4.11267 3.19453
O 2.15351 -0.19067 1.51684
C 2.40798 -0.77510 2.80526
H 3.12720 2.10429 -1.26720
H 3.80543 1.66631 0.32526
H 3.17006 0.40140 -0.74951
H 1.22483 3.23119 -1.05618
H -0.11272 2.76843 -0.03960
H 1.24850 3.68246 0.65890
H -1.17647 3.30265 4.83961
H -1.43514 3.39760 3.08074
H -1.51615 1.82112 3.89656
H 1.54212 2.29782 5.95581
H 1.22845 0.70479 5.23363
H 2.73854 1.56549 4.87306
H 1.81405 4.66093 4.14687
H 2.73397 3.94270 2.81325
H 1.17463 4.76068 2.49213
H 3.12758 -0.13256 3.32865
H 1.47158 -0.89988 3.36023
H 2.84636 -1.75408 2.59968
O 1.49435 -0.02208 -2.71751
C 0.88139 -0.68466 -1.98112
Co 0.00902 -1.77004 -0.96394
C 0.85000 -3.15249 -1.52636
O 1.48508 -4.03383 -1.92527
C 0.13359 -2.13050 0.79250
O 0.17963 -2.69295 1.80315
C -1.59709 -1.80096 -1.99755
C -1.61457 -2.03272 -3.43481
C -1.01434 -1.09716 -4.28960
C -0.89883 -1.34192 -5.65338
C -1.44186 -2.51230 -6.19451
C -2.09542 -3.43407 -5.35835
C -2.18717 -3.19588 -3.98249
C -2.27274 -2.43830 -0.91304
C -2.48384 -3.65349 -0.38185
Co -2.27253 -0.70571 -0.74227
C -1.86151 0.93817 -1.26126
O -1.68093 2.02428 -1.62737
C -2.19536 -0.70909 1.03451
O -2.22792 -0.66161 2.18842
C -4.01305 -0.49042 -0.95126
O -5.13298 -0.28689 -1.14673
H -0.61382 -0.18315 -3.86184
H -0.36423 -0.61626 -6.26493
H -1.34386 -2.70590 -7.26096
H -2.52372 -4.34419 -5.77251
H -2.68207 -3.90533 -3.31715
H -3.26861 -3.79425 0.37469
H -1.99276 -4.53858 -0.81462
```

Computed properties:
net charge = -1
LUMO level = 2.36 eV
HOMO-LUMO gap = 5.37 eV



(4)
ORCA calculation (the ωB97M-V functional and the def2-TZVPD basis) on a 11-piece molecular cluster, C15H46N2O17 overall at a distorted geometry.

```
80
C15H46N2O17, DFT the ωB97M-V functional and the def2-TZVPD basis
C 0.12798 2.66850 -3.27433
O 0.46529 1.97667 -4.47860
H -0.61071 3.45947 -3.40396
H -0.15242 2.10690 -2.38322
H 1.02907 3.20741 -2.98155
H 0.88813 2.60854 -5.06473
C 3.04583 2.59044 1.70418
O 2.85125 2.07120 0.38238
H 4.03501 2.36730 2.10396
H 2.80048 3.64664 1.81526
H 2.39772 2.12978 2.44973
H 2.08101 1.50121 0.44097
C 0.10064 4.53403 0.60865
O 1.15027 4.59655 -0.32068
H -0.26314 3.50719 0.64544
H 0.58823 4.67699 1.57297
H -0.76272 5.19071 0.50141
H 1.66946 3.78922 -0.30468
C -0.82474 0.26409 4.02693
O -1.86459 0.90754 4.72813
H 0.01203 0.93755 3.84159
H -0.53003 -0.62685 4.58143
H -1.14185 0.02772 3.01122
H -2.57374 0.26055 4.73921
C -0.79498 0.67726 0.39935
O 0.45662 0.28795 0.90328
H -1.51576 -0.13015 0.27030
H -1.35406 1.24699 1.14160
H -0.71707 1.19553 -0.55638
H 0.57599 -0.63525 0.66864
C -0.16984 -1.98160 -3.56188
O -0.01178 -0.84810 -2.73567
H 0.79602 -2.47578 -3.66676
H -0.80929 -2.71422 -3.06948
H -0.69647 -1.77046 -4.49257
H -0.49640 -0.09943 -3.09098
C -0.02009 -3.40754 -0.05511
O 0.79820 -2.24921 -0.29295
H 0.01526 -3.73657 0.98344
H -1.02576 -3.17071 -0.40242
H 0.30790 -4.19436 -0.73441
H 0.64373 -1.92856 -1.18453
C 3.87285 -0.34904 -1.30556
N 4.71618 -1.19750 -2.25890
O 5.86289 -0.84885 -2.57022
O 4.08658 -2.16855 -2.68140
H 3.75062 0.60406 -1.82010
H 4.33641 -0.30715 -0.31993
H 2.94742 -0.84885 -1.01942
C -4.70145 4.30900 2.82285
N -3.25055 4.04734 2.50297
O -2.37883 4.19434 3.33875
O -3.00320 3.34586 1.49097
H -5.03567 4.96664 2.02040
H -4.58699 4.90361 3.72918
H -5.17258 3.34315 3.00523
C -3.88111 -1.65811 -1.78222
O -4.03335 -1.63884 -3.12252
C -3.52717 -0.60924 -3.81505
O -2.63853 0.24736 -3.39518
O -4.18875 -0.58920 -5.00924
C -4.13358 0.57063 -5.80629
H -3.87701 -0.63169 -1.41542
H -2.91204 -2.01196 -1.43039
H -4.63092 -2.26158 -1.27063
H -4.22704 0.35914 -6.87148
H -3.32592 1.28951 -5.66843
H -5.02728 1.13895 -5.54859
C 3.25624 -6.53467 4.01910
O 3.65259 -5.21175 3.66309
C 2.81742 -4.16639 3.75561
O 1.93023 -4.05931 4.55209
O 3.30881 -3.25183 3.01998
C 2.63934 -1.98707 2.88854
H 2.30579 -6.49419 4.55118
H 4.03514 -7.01384 4.61224
H 3.04125 -6.94024 3.03046
H 2.87789 -1.44490 3.80355
H 1.56410 -2.14006 2.79607
H 3.02947 -1.41986 2.04346
```

Computed properties:
LUMO level = -0.19 eV
HOMO-LUMO gap = 9.43 eV



(5)
ORCA calculation (the ωB97M-V functional and the def2-TZVPD basis) on a 30-piece molecular cluster, H60O30 overall at a distorted geometry.

```
90
H60O30, DFT the ωB97M-V functional and the def2-TZVPD basis
O -0.32203 0.97439 -1.25066
O -1.49680 -0.38430 1.01431
O 1.79567 -2.03239 0.35634
O 1.06801 -1.19155 -2.42962
O 1.53020 2.78789 -0.20227
O -0.55921 -3.05643 1.28876
O -1.51368 0.21024 3.66311
O 3.48368 -0.03621 1.92442
O -3.66546 0.60654 -1.75680
O -1.74287 2.53037 -3.01331
O -1.09942 -2.22040 -3.55727
O 2.95012 2.75962 2.05781
O -4.53326 0.41507 1.13398
O -3.55476 -2.20494 -2.17997
O 3.98930 -1.36644 -2.62188
O -4.47879 -2.52491 0.38448
O -1.22745 -2.93440 4.12374
O 1.70162 -0.31105 -4.96226
O -3.47809 2.95258 2.66332
O 0.36853 -0.98261 5.19332
O 0.52025 5.29489 0.53282
O -0.88746 0.64764 -5.23979
O -1.55408 -5.15265 -0.00404
O 2.98499 3.76290 -2.45406
O 2.81303 -2.29953 4.01902
O -2.17039 4.91828 0.94610
O 3.48557 -4.31846 0.43984
O 3.77819 1.73504 -4.22224
O 5.45162 2.19545 -0.83157
O -1.26963 2.97971 4.97615
H -0.67397 1.47240 -2.04107
H 0.01759 0.11745 -1.55854
H -1.27191 0.16293 0.26777
H -1.27520 -1.28982 0.81154
H 2.22159 -1.33505 0.79638
H 2.46623 -2.76292 0.37604
H 1.32843 -1.49977 -1.55359
H 1.90542 -0.81922 -2.92126
H 2.02751 2.98925 -0.98678
H 0.90486 2.10358 -0.54227
H 0.35802 -2.85136 1.18989
H -0.74413 -2.93631 2.24995
H -1.23327 0.06488 2.77476
H -1.36958 1.17212 3.88696
H 2.93084 0.74818 2.19342
H 4.32314 0.24160 1.59911
H -2.82070 0.82825 -2.14516
H -4.27204 0.78232 -2.48752
H -1.83287 2.83016 -3.93038
H -1.73894 3.32229 -2.44942
H -1.86503 -2.28524 -2.96776
H -0.33153 -1.82507 -3.15081
H 2.44458 2.77208 1.24006
H 2.27591 2.98207 2.72562
H -4.13292 0.99848 1.80879
H -4.00046 0.33059 0.31271
H -4.33484 -2.52056 -2.71642
H -3.59550 -1.23702 -2.18072
H 4.82008 -1.09664 -3.06791
H 4.35417 -1.62265 -1.76320
H -4.26701 -1.61652 0.78781
H -3.96558 -2.61550 -0.43625
H -0.69957 -2.24152 4.62993
H -0.78564 -3.77631 4.47058
H 0.74549 -0.06267 -4.93617
H 1.61504 -1.23585 -5.36958
H -2.97132 3.58355 2.18256
H -3.10761 2.91940 3.53030
H -0.29615 -0.52394 4.54290
H 0.40359 -0.36676 5.98021
H 1.08865 5.37323 1.30696
H 0.70604 4.38280 0.19092
H -1.64776 0.23410 -5.59649
H -0.92770 1.59982 -5.43311
H -2.36303 -5.33067 0.41875
H -1.15884 -4.35180 0.49184
H 2.99095 3.18625 -3.21046
H 3.72736 4.38812 -2.60176
H 1.91090 -2.08618 4.35246
H 2.89301 -1.61979 3.25900
H -2.50586 5.74652 1.34393
H -1.21025 5.02580 0.80897
H 4.43021 -4.16971 0.30139
H 3.15751 -4.87930 -0.24139
H 3.08943 1.11659 -4.48258
H 4.61177 1.37804 -4.55986
H 4.57029 2.34146 -1.14578
H 5.84847 3.12524 -0.66244
H -1.58081 2.79259 5.88314
H -0.92062 3.83877 5.06969
```

Computed properties:
LUMO level = -0.70 eV
energy relative to the best compared isomer or geometry (same formula, charge and spin) = 285.2 kJ/mol
HOMO-LUMO gap = 8.36 eV



(6)
ORCA calculation (the ωB97M-V functional and the def2-TZVPD basis) on C7H5HoNO7 as an isolated structure at a distorted geometry.

```
21
C7H5HoNO7, DFT the ωB97M-V functional and the def2-TZVPD basis
O -0.21697 4.47787 -3.70610
C -0.40192 3.64115 -2.95327
Ho -0.33200 -0.82426 -0.70466
O -0.20689 0.16666 -4.24192
C -0.31596 0.03273 -3.09154
C -0.65665 -2.55478 -2.39026
O -0.95013 -3.26692 -3.22735
C -2.44172 -0.29564 -2.10801
O -3.27670 -0.19040 -2.88865
C 1.61477 -0.01050 -1.93761
O 2.52173 0.20058 -2.62881
N 0.60087 0.71808 3.66412
C 0.40843 -0.71580 3.33778
C 0.36817 -0.73940 1.86342
O 0.74719 -1.69996 1.13525
O -0.11407 0.32871 1.31056
H 1.59820 0.96502 3.57971
H 0.34484 0.94376 4.62870
H 0.03579 1.20040 2.94099
H 1.22332 -1.34007 3.69955
H -0.55032 -1.03724 3.71811
```

Computed properties:
net charge = +3
expectation value of S² = 6.004
LUMO level (alpha / beta) = -13.61 / -13.48 eV
energy relative to the best compared isomer or geometry (same formula, charge and spin) = 140.2 kJ/mol
HOMO-LUMO gap (alpha / beta) = 7.81 / 7.94 eV
spin multiplicity = 5



(7)
ORCA calculation (the ωB97M-V functional and the def2-TZVPD basis) on one molecule with the formula C2H4N4 at a distorted geometry.

```
10
C2H4N4, DFT the ωB97M-V functional and the def2-TZVPD basis
C 1.22501 0.18280 -0.28149
C -1.26452 -0.21151 -0.07104
H 1.23139 -1.91767 0.48737
H 2.28078 0.18491 -0.08983
H -1.12354 1.83282 0.15885
H -2.28703 -0.27306 -0.37211
N 0.65841 -0.86005 0.34084
N 0.52295 1.22351 -0.20355
N -0.67428 1.01548 0.31333
N -0.56917 -1.17721 -0.28237
```

Computed properties:
LUMO level = 0.97 eV
energy relative to the best compared isomer or geometry (same formula, charge and spin) = 407.7 kJ/mol
HOMO-LUMO gap = 9.20 eV



(8)
ORCA calculation (the ωB97M-V functional and the def2-TZVPD basis) on one molecule with the formula C5H9N3O at a distorted geometry.

```
18
C5H9N3O, DFT the ωB97M-V functional and the def2-TZVPD basis
C -0.61591 0.37862 0.93777
C 0.08421 1.16669 1.94879
C -0.35464 -1.58524 -0.47420
C 0.09963 -0.01110 -0.25958
N 0.73728 -2.35993 -0.49164
C -0.99060 0.86259 -1.18709
N 1.41558 0.28135 -0.38941
N -0.60403 1.81053 -1.91435
O -1.50694 -1.92823 -0.58083
H -1.57931 -0.07245 1.14597
H 1.63261 -1.89704 -0.36909
H 0.63604 -3.36160 -0.53276
H 1.68244 0.19785 -1.37130
H 0.38551 2.02823 -1.76370
H -1.98785 0.43484 -1.27730
H 0.85059 0.53506 2.42436
H 0.68963 1.93618 1.44477
H -0.57425 1.58366 2.70961
```

Computed properties:
LUMO level (alpha / beta) = -1.40 / -0.97 eV
energy relative to the best compared isomer or geometry (same formula, charge and spin) = 417.6 kJ/mol
HOMO-LUMO gap (alpha / beta) = 6.42 / 7.29 eV